{
  "formula": "C87H190CrN2O11P4",
  "method": "ωB97M-V with the def2-TZVPD basis set",
  "multiplicity": 4,
  "total_charge": 5,
  "lumo_ev": [-8.669, -7.582],
  "gap_ev": [8.056, 9.609],
  "species": ["H", "C", "C", "C", "C", "H", "C", "C", "H", "H", "H", "C", "H", "H", "H", "C", "C", "C", "C", "H", "H", "H", "C", "C", "C", "H", "C", "C", "H", "C", "H", "C", "H", "H", "H", "H", "H", "C", "H", "H", "O", "C", "H", "H", "H", "H", "H", "H", "H", "C", "H", "O", "H", "H", "H", "H", "H", "H", "P", "H", "H", "C", "H", "H", "H", "H", "H", "P", "H", "H", "C", "H", "H", "H", "C", "H", "C", "H", "H", "H", "H", "H", "C", "H", "C", "Cr", "H", "H", "H", "H", "P", "C", "H", "H", "H", "C", "N", "H", "H", "C", "H", "C", "H", "H", "H", "H", "H", "H", "H", "C", "P", "H", "H", "H", "H", "H", "O", "H", "O", "C", "H", "C", "H", "H", "C", "H", "H", "H", "H", "H", "C", "N", "H", "H", "H", "C", "H", "C", "H", "H", "H", "H", "H", "C", "H", "H", "C", "C", "H", "H", "H", "H", "H", "C", "H", "H", "O", "H", "H", "H", "O", "H", "H", "C", "H", "H", "H", "C", "O", "H", "C", "H", "H", "H", "H", "C", "H", "C", "C", "H", "H", "H", "H", "C", "H", "H", "H", "C", "C", "C", "C", "H", "C", "H", "H", "H", "C", "H", "H", "C", "H", "H", "H", "H", "H", "H", "H", "H", "C", "H", "C", "H", "C", "H", "C", "C", "C", "H", "H", "C", "H", "C", "C", "H", "H", "H", "C", "H", "H", "H", "C", "H", "H", "C", "C", "H", "H", "H", "H", "H", "C", "C", "H", "C", "C", "H", "H", "H", "H", "H", "H", "H", "H", "H", "O", "C", "C", "H", "H", "C", "O", "C", "H", "C", "H", "H", "H", "H", "H", "C", "C", "H", "C", "H", "C", "C", "C", "H", "H", "O", "H", "H", "C", "H", "H", "H", "H", "H", "H", "H", "C", "H", "O", "C", "H"],
  "coordinates": [[-4.962, -20.986, -9.914], [9.332, -21.546, -8.825], [5.268, -23.629, -6.056], [-3.651, -16.770, -5.422], [-4.024, -16.185, -10.423], [4.025, -24.374, -4.466], [-8.199, -21.728, -5.968], [-10.989, -19.731, -9.458], [-7.866, -20.466, -12.414], [-6.304, -20.522, -8.881], [-9.463, -15.655, -11.165], [-5.946, -28.903, -5.252], [9.649, -22.562, -9.061], [-0.146, -13.894, -5.257], [-11.786, -24.087, -14.182], [-4.544, -27.624, 1.088], [4.372, -24.660, -5.459], [-2.700, -11.256, -7.216], [-1.387, -12.349, -4.592], [-4.450, -18.567, -13.101], [3.921, -22.471, -10.145], [2.256, -22.393, -9.418], [-4.500, -19.494, -8.569], [3.808, -23.789, -8.685], [-0.722, -16.481, -8.129], [-9.917, -10.656, -14.185], [-0.374, -20.785, -10.117], [3.066, -21.618, -6.779], [-9.113, -22.793, -2.072], [-10.189, -7.782, -13.955], [-9.601, -20.277, -6.752], [-9.370, -11.113, -12.160], [1.705, -20.412, -5.177], [4.705, -25.030, -11.163], [3.586, -25.487, -12.348], [-5.116, -22.601, -0.825], [-10.940, -14.709, -12.462], [-3.455, -11.105, -8.467], [-8.907, -22.321, -11.465], [-9.782, -22.236, -8.305], [-3.067, -16.938, -10.346], [-1.453, -21.788, -10.338], [-2.126, -13.613, -6.248], [-7.395, -21.256, -3.951], [2.172, -23.277, -11.795], [-5.429, -27.484, -0.809], [0.406, -20.369, -13.348], [-4.565, -12.810, -9.405], [-3.203, -13.703, -4.798], [-4.906, -26.783, -0.158], [-7.478, -13.767, -11.155], [-1.679, -15.807, -7.701], [-12.749, -15.391, -10.554], [-6.858, -15.520, -7.662], [8.049, -21.463, -10.532], [-2.933, -26.658, -0.965], [-10.045, -7.747, -15.035], [-8.524, -16.016, -16.502], [4.504, -22.613, -7.402], [-2.498, -23.103, -1.307], [-5.045, -10.872, -6.093], [-14.533, -14.008, -10.029], [1.242, -18.806, -10.573], [1.500, -12.225, -4.183], [3.592, -20.937, -6.110], [-10.670, -23.413, -9.977], [-0.835, -20.395, -6.057], [-9.498, -20.592, -9.950], [-3.279, -25.456, 0.189], [-2.743, -11.119, -9.292], [-5.228, -20.696, -8.897], [-8.624, -13.078, -10.103], [-11.226, -16.114, -7.626], [-9.343, -13.376, -14.637], [-9.163, -15.014, -10.336], [-6.655, -20.638, -11.230], [-2.660, -23.571, -2.278], [-4.809, -25.982, 2.608], [-3.252, -21.405, -11.263], [-3.939, -28.452, 0.718], [2.809, -20.963, -7.611], [-10.349, -18.763, -7.630], [-4.369, -13.038, -7.248], [-6.336, -14.660, -14.692], [1.375, -16.447, -12.358], [-3.250, -17.279, -8.101], [4.980, -26.485, -6.383], [-5.210, -13.329, -6.618], [-8.371, -24.273, -1.513], [1.212, -13.020, -2.617], [-9.530, -12.950, -12.298], [-7.312, -19.890, -11.673], [2.354, -22.968, -5.270], [-1.724, -24.099, -2.461], [-6.224, -25.195, -1.926], [5.744, -21.526, -8.119], [-3.440, -12.191, -6.337], [-7.844, -14.446, -16.606], [6.124, -20.908, -7.306], [-12.169, -16.634, -7.462], [-11.791, -24.697, -11.675], [3.908, -24.614, -11.780], [4.573, -24.517, -8.953], [-6.879, -28.583, -4.789], [-11.728, -13.262, -13.168], [-8.463, -8.972, -13.553], [-11.651, -20.538, -9.146], [-4.646, -20.012, -12.242], [-1.012, -11.486, -5.142], [-2.556, -13.071, -5.406], [-3.960, -24.983, -2.112], [-12.603, -12.502, -11.246], [0.506, -19.931, -7.255], [-5.518, -28.028, 1.362], [-7.871, -20.044, -7.198], [-8.998, -15.636, -13.894], [-3.149, -17.798, -5.941], [-3.225, -19.892, -4.355], [-5.105, -18.440, -8.244], [-8.606, -23.249, -1.222], [-15.201, -14.816, -9.730], [-12.148, -13.471, -11.041], [-5.819, -23.942, -0.008], [-12.851, -15.855, -7.803], [1.936, -22.258, -5.984], [2.126, -16.637, -11.590], [4.243, -23.870, -12.504], [-6.060, -29.236, -6.284], [-4.653, -27.859, -3.088], [1.300, -22.797, -6.686], [2.720, -23.842, -11.040], [-0.167, -20.022, -11.478], [-5.004, -21.510, -8.208], [-1.672, -19.602, -13.014], [-7.167, -16.105, -10.115], [-4.354, -11.324, -5.382], [-4.879, -26.968, -5.872], [-11.230, -13.673, -12.290], [6.867, -25.743, -4.290], [5.171, -20.814, -8.714], [-13.555, -14.743, -11.890], [3.993, -26.535, -5.047], [-10.294, -17.731, -8.986], [-5.217, -19.293, -12.829], [0.989, -15.805, -14.360], [-2.734, -26.401, -3.696], [-8.223, -19.412, -10.518], [-12.327, -18.000, -8.128], [0.493, -15.082, -7.987], [-11.918, -22.539, -10.819], [-8.932, -20.379, -4.483], [-3.209, -26.220, 2.258], [-8.787, -18.589, -10.957], [-3.713, -25.925, -3.644], [-3.874, -13.950, -7.583], [-1.893, -21.976, -3.363], [-1.019, -17.672, -8.249], [-3.205, -22.846, -4.235], [1.793, -13.775, -4.120], [10.131, -20.940, -9.251], [-3.554, -16.469, -4.158], [-12.869, -18.711, -7.505], [-12.975, -17.830, -8.988], [-5.749, -24.231, -2.106], [-2.156, -19.208, -11.361], [1.287, -18.499, -13.231], [-10.099, -6.840, -13.413], [-3.731, -25.985, -0.651], [-4.385, -15.958, -9.248], [7.723, -20.298, -9.344], [-0.358, -13.497, -4.264], [-5.565, -11.696, -8.471], [5.504, -26.595, -3.463], [-6.897, -15.752, -17.054], [-8.016, -21.999, -8.775], [-2.201, -21.328, -11.540], [-3.446, -21.034, -1.812], [-13.282, -14.492, -10.865], [0.685, -20.916, -12.448], [-1.712, -11.669, -7.420], [-7.829, -15.344, -12.924], [-3.970, -27.387, 3.326], [-0.927, -22.723, -10.530], [1.045, -21.199, -5.542], [-12.199, -16.876, -6.399], [0.326, -21.945, -12.474], [-6.983, -18.036, -12.734], [6.859, -22.254, -8.864], [-3.824, -21.356, -2.782], [-4.590, -12.181, -8.515], [-7.137, -15.379, -14.864], [-5.684, -26.081, 0.141], [-7.612, -15.461, -16.284], [-6.813, -16.369, -14.543], [-0.798, -14.363, -3.770], [-8.969, -22.448, -5.692], [-10.096, -10.230, -13.198], [0.594, -21.079, -9.710], [-3.652, -10.616, -4.940], [-4.798, -27.798, -5.170], [-11.748, -13.492, -10.027], [-2.010, -21.823, -9.402], [0.453, -21.651, -4.746], [-10.000, -14.767, -9.683], [-10.257, -24.459, -12.410], [-0.166, -21.554, -7.268], [-8.291, -10.963, -12.115], [-5.528, -29.838, -4.879], [1.785, -15.814, -13.615], [-7.028, -14.001, -8.563], [0.042, -20.695, -6.631], [-4.872, -11.931, -4.639], [-1.647, -19.946, -11.980], [5.551, -22.865, -5.331], [1.058, -13.093, -3.693], [-8.958, -21.543, -8.470], [-10.905, -18.511, -8.533], [-7.626, -19.100, -9.661], [-7.362, -19.970, -5.109], [-11.977, -23.397, -13.360], [6.183, -24.026, -6.495], [-3.954, -20.001, -3.552], [-9.486, -8.866, -13.191], [-4.816, -21.809, -2.785], [-13.033, -23.356, -13.096], [6.411, -27.450, -4.731], [-7.996, -15.800, -9.477], [3.361, -24.776, -5.849], [-0.716, -20.000, -9.444], [-5.930, -18.183, -11.224], [7.956, -21.358, -9.451], [-5.535, -19.785, -13.748], [9.251, -21.408, -7.747], [-8.143, -14.960, -13.894], [-7.524, -14.934, -8.296], [-7.136, -21.701, -1.593], [-9.458, -8.564, -12.144], [-4.208, -16.145, -12.304], [3.120, -24.463, -8.175], [-11.243, -8.046, -13.867], [-2.884, -22.424, -3.283], [-8.661, -13.467, -13.792], [-3.687, -19.103, -2.993], [-4.794, -27.076, -3.833], [3.066, -23.032, -9.769], [2.116, -24.709, -10.773], [-7.389, -22.310, -6.408], [-3.791, -28.214, -5.214], [-7.455, -21.964, 0.178], [1.691, -20.740, -12.067], [2.535, -16.473, -14.050], [-8.357, -14.664, -7.647], [-14.193, -13.537, -9.107], [-0.329, -18.053, -10.578], [-4.567, -15.675, -11.548], [4.901, -26.040, -5.391], [-6.398, -18.677, -12.075], [-5.811, -26.694, -3.749], [-15.074, -13.168, -10.464], [-7.969, -20.806, -4.762], [-3.258, -19.397, -8.646], [-4.117, -26.802, 2.418], [2.334, -14.873, -13.569], [0.388, -18.577, -11.211], [-4.040, -15.643, -4.100], [-4.849, -19.837, -4.152], [-7.777, -12.854, -13.967], [0.659, -15.757, -11.913], [-9.575, -10.778, -11.143], [-8.683, -20.763, -7.082], [-5.964, -23.285, -0.865], [-11.574, -22.435, -13.678], [0.780, -17.903, -12.473], [-10.190, -21.415, -12.247], [6.065, -26.474, -4.390], [-8.545, -13.777, -10.936], [-7.295, -22.427, -0.795], [7.316, -23.037, -8.259], [-8.457, -16.701, -9.073], [0.546, -15.993, -8.284], [-1.983, -22.037, -12.339], [6.344, -22.665, -9.733], [-9.869, -21.838, -11.294], [-1.657, -11.948, -3.615], [-3.737, -25.214, -4.470], [-5.879, -23.983, -3.159], [-2.618, -10.365, -6.592], [-0.141, -17.634, -12.990], [-11.153, -10.318, -12.950], [-9.373, -23.365, -0.456], [-10.915, -22.950, -10.932], [-3.897, -10.116, -8.583], [-4.085, -15.994, -6.289], [-11.135, -23.916, -12.059], [-11.513, -19.451, -10.372]]
}